Model one:
A gas-phase ion, CH3NO4P (charge +1), computed with ωB97M-V with the def2-TZVPD basis set.

ORCA input file:
```
! RIJCOSX wB97M-V def2-TZVPD def2/J DEFGRID3
* xyz 1 1
C -1.2664 -0.4183 0.0842
H 1.4907 -0.1139 -1.7060
P 0.4158 -0.1826 0.0681
O 1.1481 -0.6702 1.3818
O 0.7887 1.3082 -0.0888
H 1.8247 -1.2655 1.1002
O 1.0210 -0.8509 -1.2395
O -3.4659 0.2030 -0.0203
H 0.3917 1.9903 0.3528
N -2.3485 -0.0002 0.0674
*
```

Results
HOMO energy	-15.868	eV

Mulliken population analysis, charges in e, atoms 1 to 5:
1. C 0.104
2. H 0.388
3. P 0.822
4. O -0.382
5. O -0.437

Model two:
2 unconnected molecules or ions with the total composition CH3NO4P, computed with ωB97M-V with the def2-TZVPD basis set.

ORCA input file:
```
! RIJCOSX wB97M-V def2-TZVPD def2/J DEFGRID3
* xyz 1 1
O -1.5772 0.2682 -0.3683
O 0.5243 1.1938 0.5928
H -1.8756 0.0215 0.5026
C 0.3127 0.4982 -2.3089
H -0.0258 2.0668 0.7557
H 1.5037 -1.2635 -0.0621
N -1.3133 -1.1271 -3.3906
P 0.0268 0.2078 -0.5318
O -1.7674 -0.5296 -4.2051
O 0.5655 -1.2199 -0.2420
*
```

Results
HOMO energy (alpha / beta)	-14.206 / -13.290	eV

Mulliken population analysis, charges in e, atoms 1 to 5:
1. O -0.452
2. O -0.487
3. H 0.349
4. C -0.225
5. H 0.406

Which structure wins on stability? model one wins.

Model one:
A single C3H5NS molecule, computed with ωB97M-V with the def2-TZVPD basis set.

ORCA input file:
```
! RIJCOSX wB97M-V def2-TZVPD def2/J DEFGRID3
* xyz 0 1
H 0.1405 1.6561 -0.3684
S 2.5765 -0.7163 -0.0038
N 0.3680 0.7687 -0.0953
C -0.8531 0.1483 0.0056
H -0.6050 -1.8449 -0.3396
H 2.0829 1.4772 -0.0359
H -1.6788 0.6028 0.4733
C -1.3288 -1.1528 -0.0817
C 1.6298 0.5363 0.0879
H -2.3322 -1.4755 0.3579
*
```

Results
HOMO energy	-8.558	eV

Mulliken population analysis, charges in e, atoms 1 to 5:
1. H 0.233
2. S -0.346
3. N -0.197
4. C -0.060
5. H 0.300

Model two:
2 unconnected molecules or ions with the total composition C3H5NS, computed with ωB97M-V with the def2-TZVPD basis set.

ORCA input file:
```
! RIJCOSX wB97M-V def2-TZVPD def2/J DEFGRID3
* xyz 0 1
H -1.6248 0.3088 -0.3467
H -0.1544 1.2693 -0.5870
H -0.8550 1.1444 0.8937
N 3.6537 -0.3067 -0.5623
C 3.3264 -0.4106 0.4990
C -0.6290 0.5540 0.1078
H -0.5433 -2.5307 -1.0140
H 3.1798 -0.2815 1.6158
C 0.4162 -0.4779 0.3629
S 0.3294 -2.0722 -0.0279
*
```

Results
HOMO energy	-8.742	eV

Mulliken population analysis, charges in e, atoms 1 to 5:
1. H 0.303
2. H 0.266
3. H 0.327
4. N -0.364
5. C 0.113

Model three:
A single C3H5NS molecule, computed with ωB97M-V with the def2-TZVPD basis set.

ORCA input file:
```
! RIJCOSX wB97M-V def2-TZVPD def2/J DEFGRID3
* xyz 0 1
C 1.5087 -0.8281 -0.0830
H 2.2056 -1.4809 -0.6809
H -1.1211 1.9941 -0.6656
H 0.4968 0.1531 -1.4717
C -0.5245 0.2020 0.3164
H -2.4471 0.8886 0.5010
N 0.5244 -0.1432 -0.5105
C -1.4594 1.1449 0.0001
S -0.7765 -0.8059 1.6379
H 1.5931 -1.1245 0.9562
*
```

Results
HOMO energy (alpha / beta)	-7.066 / -7.067	eV

Mulliken population analysis, charges in e, atoms 1 to 5:
1. C -0.216
2. H 0.234
3. H 0.245
4. H 0.311
5. C 0.334

Model four:
2 unconnected molecules or ions with the total composition C3H5NS, computed with ωB97M-V with the def2-TZVPD basis set.

ORCA input file:
```
! RIJCOSX wB97M-V def2-TZVPD def2/J DEFGRID3
* xyz 0 1
H 1.5296 1.3699 2.4024
H -2.1853 0.0315 -0.2687
H 2.3944 0.1717 0.6839
C -0.2326 -0.4393 -0.6386
S -1.7717 0.2548 -2.6610
C 0.2469 -0.2283 0.6219
N 1.5060 -0.0348 1.2081
C -1.4952 -0.1189 -1.1063
H 0.4301 -0.8037 -1.5869
H -0.4221 -0.2030 1.3452
*
```

Results
HOMO energy	-8.334	eV

Mulliken population analysis, charges in e, atoms 1 to 5:
1. H 0.243
2. H 0.258
3. H 0.251
4. C -0.124
5. S -0.283

Which structure wins on stability? model one wins.

Model one:
A single C3H5NS molecule, computed with ωB97M-V with the def2-TZVPD basis set.

ORCA input file:
```
! RIJCOSX wB97M-V def2-TZVPD def2/J DEFGRID3
* xyz 0 1
H -1.6774 1.5029 -0.1909
H 1.7005 -1.0634 0.9260
H 2.6733 0.4712 0.2650
C -0.5287 -0.5311 -0.5054
C 0.6037 0.1844 -0.0616
H 0.8343 1.1813 0.1488
N 1.7993 -0.2094 0.1076
C -1.6863 0.3326 -0.3483
S -3.3276 -0.1698 0.1358
H -0.3913 -1.6986 -0.4770
*
```

Results
HOMO energy	-7.829	eV

Mulliken population analysis, charges in e, atoms 1 to 5:
1. H 0.240
2. H 0.303
3. H 0.300
4. C -0.246
5. C -0.039

Model two:
A single C3H5NS molecule, computed with ωB97M-V with the def2-TZVPD basis set.

ORCA input file:
```
! RIJCOSX wB97M-V def2-TZVPD def2/J DEFGRID3
* xyz 0 1
H 1.8129 1.6076 0.0724
H -0.0896 1.8327 -0.0503
H -1.8525 -1.9542 0.2633
C -0.9539 -1.3149 -0.2614
H 0.2302 -1.5934 -0.2164
H -2.0300 0.6294 0.5422
N 0.0663 0.7857 -0.2811
C -0.9933 0.0299 0.0777
S 2.4425 -0.5801 -0.0288
C 1.3675 0.5572 -0.1174
*
```

Results
HOMO energy	-8.601	eV

Mulliken population analysis, charges in e, atoms 1 to 5:
1. H 0.159
2. H 0.319
3. H 0.213
4. C -0.545
5. H 0.146

Model three:
A single C3H5NS molecule, computed with ωB97M-V with the def2-TZVPD basis set.

ORCA input file:
```
! RIJCOSX wB97M-V def2-TZVPD def2/J DEFGRID3
* xyz 0 1
C -0.1146 -0.5160 -0.3956
H 0.7549 1.3642 -0.0031
N 0.9661 -0.7274 0.5056
H 1.8289 0.2243 -1.1597
C 1.1249 0.3661 -0.3913
H -0.2745 -1.4041 -1.0379
H 0.7536 -0.2460 1.2974
S -2.7701 -0.1907 -0.0761
C -1.2766 0.1706 0.2516
H -0.9927 0.9590 1.0089
*
```

Results
HOMO energy	-8.880	eV

Mulliken population analysis, charges in e, atoms 1 to 5:
1. C 0.255
2. H 0.193
3. N -0.504
4. H 0.295
5. C -0.443

Which structure wins on stability? model three wins.

Model one:
A single C3H5NS molecule, computed with ωB97M-V with the def2-TZVPD basis set.

ORCA input file:
```
! RIJCOSX wB97M-V def2-TZVPD def2/J DEFGRID3
* xyz 0 1
S -2.8987 -0.2339 -0.0750
H -0.9609 1.2165 0.8956
C -0.2954 -0.3628 -0.1969
H 1.1502 -0.9745 1.3539
C 1.0251 0.4231 -0.3225
H -0.3190 -1.1331 -1.0803
N 0.9451 -0.8132 0.2787
C -1.3581 0.3894 0.3105
H 1.2288 1.3889 0.1229
H 1.4829 0.0996 -1.2868
*
```

Results
HOMO energy	-8.706	eV

Mulliken population analysis, charges in e, atoms 1 to 5:
1. S -0.230
2. H 0.260
3. C 0.196
4. H 0.227
5. C -0.348

Model two:
A single C3H5NS molecule, computed with ωB97M-V with the def2-TZVPD basis set.

ORCA input file:
```
! RIJCOSX wB97M-V def2-TZVPD def2/J DEFGRID3
* xyz 0 1
C -1.2924 0.8512 -0.2496
H 2.1542 0.4874 -0.2020
H -1.2949 1.9480 -0.1415
S -2.5682 -0.2822 0.0355
C 1.2263 0.1197 0.3157
H 0.7661 -1.6320 -1.0175
N -0.0522 0.3222 -0.5163
H -0.4181 -1.3506 0.6120
H 1.1058 0.5307 1.3903
C 0.3735 -0.9943 -0.2266
*
```

Results
HOMO energy	-8.565	eV

Mulliken population analysis, charges in e, atoms 1 to 5:
1. C -0.106
2. H 0.234
3. H 0.334
4. S -0.321
5. C -0.279

Which structure wins on stability? model two wins.

Model one:
A molecular structure, C3H5NS, computed with ωB97M-V with the def2-TZVPD basis set.

ORCA input file:
```
! RIJCOSX wB97M-V def2-TZVPD def2/J DEFGRID3
* xyz 0 1
C -0.7848 1.1645 -0.1164
S -1.3955 2.6785 0.4561
N 0.5483 0.7268 -0.0501
H 0.7672 -1.2657 -1.5978
H -0.7047 -0.9765 -0.7069
C 0.3095 -0.7986 -0.6280
H 1.9966 -0.5713 0.7610
C 0.8260 -0.5464 0.6805
H -1.7913 0.2973 -0.4018
H 0.2288 -0.7085 1.6034
*
```

Results
HOMO energy	-8.563	eV

Mulliken population analysis, charges in e, atoms 1 to 5:
1. C -0.055
2. S -0.211
3. N -0.258
4. H 0.218
5. H 0.199

Model two:
A single C3H5NS molecule, computed with ωB97M-V with the def2-TZVPD basis set.

ORCA input file:
```
! RIJCOSX wB97M-V def2-TZVPD def2/J DEFGRID3
* xyz 0 1
H 1.0381 0.4276 1.2082
H -0.6850 -1.2388 0.9707
N 0.2741 -0.1450 -0.7393
C -0.8630 -0.7825 -0.0026
C -0.6784 0.6537 -0.2278
H -0.5096 1.2565 0.7225
C 1.4115 0.0558 0.1435
H -1.4986 -1.2242 -0.8426
H -1.4775 1.1085 -0.9736
S 2.9884 -0.1115 -0.2589
*
```

Results
HOMO energy	-9.007	eV

Mulliken population analysis, charges in e, atoms 1 to 5:
1. H 0.184
2. H 0.271
3. N -0.254
4. C -0.203
5. C -0.347

Which structure wins on stability? model two wins.

Model one:
A single C3H5NS molecule, computed with ωB97M-V with the def2-TZVPD basis set.

ORCA input file:
```
! RIJCOSX wB97M-V def2-TZVPD def2/J DEFGRID3
* xyz 0 1
S 0.7397 -0.6925 -0.6452
C -1.7956 -0.2635 -0.3001
C -0.7089 -1.0977 0.1994
N -2.3891 0.7215 -0.5263
C 1.3322 0.8957 -0.0033
H 0.6276 1.6826 -0.3187
H -0.8929 -2.1343 -0.0908
H 1.6040 0.9151 1.0160
H 2.2626 0.9220 -0.6155
H -0.7796 -0.9488 1.2845
*
```

Results
HOMO energy	-9.265	eV

Mulliken population analysis, charges in e, atoms 1 to 5:
1. S -0.074
2. C 0.249
3. C -0.302
4. N -0.456
5. C -0.799

Model two:
A molecular structure, C3H5NS, computed with ωB97M-V with the def2-TZVPD basis set.

ORCA input file:
```
! RIJCOSX wB97M-V def2-TZVPD def2/J DEFGRID3
* xyz 0 1
H -2.2129 -0.6954 -1.7043
H -0.9033 -2.0830 0.8321
C -0.5426 0.4372 -1.0903
H -1.2535 -0.2074 1.3751
N -1.6707 -0.2875 -0.7596
H -0.2967 1.6229 -1.2509
H -0.2113 -0.0419 -1.9503
C 0.1810 -0.1216 0.0323
S 1.5601 0.4044 0.7600
C -1.0365 -0.8244 0.3674
*
```

Results
HOMO energy	-8.461	eV

Mulliken population analysis, charges in e, atoms 1 to 5:
1. H 0.326
2. H 0.263
3. C -0.188
4. H 0.164
5. N -0.472

Which structure wins on stability? model one wins.

Model one:
A single C4H9FO molecule, computed with ωB97M-V with the def2-TZVPD basis set.

ORCA input file:
```
! RIJCOSX wB97M-V def2-TZVPD def2/J DEFGRID3
* xyz 0 1
C 0.1159 -0.9813 -1.1149
C 0.8908 0.6348 0.6556
H -1.4973 1.3374 -0.5812
H 0.5203 1.1956 1.5008
O 2.0704 0.1234 1.0431
H -0.4202 -1.0316 1.1857
H -1.6067 1.0798 1.1176
H 1.1711 -1.2590 -1.1916
F 0.9769 1.6304 -0.2533
H -2.4108 -0.1554 -0.0030
H -0.2750 -2.0223 -1.2136
H -0.4019 -0.2938 -1.8366
C -1.5198 0.4783 0.1192
H 2.6156 -0.3413 0.3256
C -0.2291 -0.3951 0.2465
*
```

Results
HOMO energy	-10.438	eV

Mulliken population analysis, charges in e, atoms 1 to 5:
1. C -1.212
2. C -0.139
3. H 0.367
4. H 0.351
5. O -0.512

Model two:
A single C4H9FO molecule, computed with ωB97M-V with the def2-TZVPD basis set.

ORCA input file:
```
! RIJCOSX wB97M-V def2-TZVPD def2/J DEFGRID3
* xyz 0 1
H 1.2428 -0.3172 1.4670
C -0.1457 -0.9707 -0.0189
C 1.3268 1.0903 -0.1626
H -1.1254 0.6985 -0.6739
H -0.0579 -1.2785 -1.0234
F 2.0770 -1.2615 -0.1428
H 0.5382 1.7642 0.3229
C 1.1543 -0.3673 0.3861
H 2.3147 1.4940 0.1109
H 0.9987 1.1764 -1.2377
H -2.6480 -0.5205 -0.9566
C -1.2692 0.0698 0.1810
H -0.4355 -1.8210 0.6170
O -2.6268 -0.4971 -0.0063
H -1.3440 0.7404 1.1373
*
```

Results
HOMO energy	-10.400	eV

Mulliken population analysis, charges in e, atoms 1 to 5:
1. H 0.245
2. C -0.495
3. C -1.166
4. H 0.344
5. H 0.326

Which structure wins on stability? model one wins.